Computed, not measured: 3 unconnected molecules or ions with the total composition C12H30IN2O4, with ωB97M-V with the def2-TZVPD basis set.

Computed properties:
Energy relative to the best compared isomer or geometry (same formula, charge and spin) (kcal/mol): 16.8
Gap between HOMO and LUMO (Eh): 0.236
E_LUMO (eV): 2.95

The geometry in ORCA input format:
```
! RIJCOSX wB97M-V def2-TZVPD def2/J DEFGRID3
* xyz -1 1
I -0.2039 1.5460 1.5093
O -4.3621 -0.8363 -1.2452
O -2.2611 -1.1458 3.9133
O 4.4358 0.2347 1.5588
O 3.1966 0.4891 -4.4497
N -2.7552 -1.2706 0.9982
N 2.9189 1.1135 -0.8236
C 4.0668 1.8420 -0.3191
C -3.4084 -0.3952 1.9662
C -3.5383 -1.0359 3.3354
C 3.6583 0.7544 -3.1436
C 3.2514 1.5902 -5.3182
C -5.4302 -0.1277 -1.8186
C 2.6165 1.3906 -2.2253
C -2.3335 -1.7481 5.1750
C -4.8441 -1.8316 -0.3579
C -3.6687 -2.3346 0.5033
C 5.5188 -0.3549 0.8831
C 4.2554 1.5865 1.1699
H -2.6544 -0.7351 0.1359
H -5.2178 -2.6628 -0.9660
H -2.8485 -1.0715 5.8718
H -5.0958 0.4480 -2.6801
H 3.9036 2.9336 -0.3896
H 4.5303 1.4226 -3.1686
H -4.1821 -0.4402 3.9981
H -5.8697 0.5783 -1.1055
H 5.6576 -1.3643 1.2701
H -4.0373 -2.9293 1.3390
H -2.8423 -2.7205 5.1590
H 1.6381 0.9434 -2.4055
H -4.4308 -0.1754 1.5978
H 3.9708 -0.1954 -2.7061
H -3.0411 -2.9417 -0.1535
H 5.1230 2.1805 1.4983
H 2.0969 1.3127 -0.2594
H 6.4403 0.2271 1.0145
H 2.6033 2.4798 -2.3968
H 2.6011 2.3933 -4.9443
H 3.3883 1.9310 1.7327
H -3.0125 0.6176 2.0652
H 4.9664 1.6141 -0.8921
H -6.2230 -0.8044 -2.1569
H 2.8758 1.2544 -6.2808
H -1.3350 -1.9270 5.5734
H 5.2961 -0.4594 -0.1855
H -4.0463 -2.0073 3.2356
H -5.6093 -1.4190 0.3087
H 4.2417 2.0505 -5.4205
*
```

Partial charges, natural (NBO), in e: -0.970, -0.548, -0.512, -0.520, -0.537, -0.588, -0.646, -0.253, -0.251, -0.061, -0.072, -0.245, -0.240, -0.248, -0.241, -0.090, -0.246, -0.251, -0.073, 0.378, 0.164, 0.152, 0.190, 0.163, 0.146, 0.154, 0.166, 0.183, 0.184, 0.149, 0.218, 0.135, 0.192, 0.194, 0.142, 0.416, 0.147, 0.148, 0.164, 0.224, 0.258, 0.173, 0.154, 0.184, 0.190, 0.168, 0.139, 0.160, 0.155

Computed, not measured: a molecular structure, C12H30KO6, with ωB97M-V with the def2-TZVPD basis set.

Computed properties:
Energy relative to the best compared isomer or geometry (same formula, charge and spin) (kcal/mol): 7.9
Gap between HOMO and LUMO (Eh): 0.355
E_LUMO (eV): -2.54

The geometry in ORCA input format:
```
! RIJCOSX wB97M-V def2-TZVPD def2/J DEFGRID3
* xyz 1 1
K -1.0714 1.1497 -1.1561
O 1.2795 -0.0968 4.5156
O -2.3401 -0.1596 -3.2854
O -2.4559 -1.2202 -0.9101
O -0.1856 0.6323 1.5804
O 1.3168 -0.7160 -1.0986
O 1.5341 1.9498 -0.6789
C -3.0744 -1.3719 -3.2161
C 2.2393 0.4086 5.4154
C 1.0011 -1.9573 -1.6645
C 1.6289 0.1452 3.1658
C 0.5151 -0.3966 2.2749
C 2.3524 -0.0138 -1.7578
C 2.7044 1.2145 -0.9524
C -3.5263 -1.4687 -1.7825
C -1.7511 0.1248 -4.5259
C 1.7883 3.0985 0.1144
C -0.9932 1.4688 2.3979
C -2.5897 -1.8636 0.3585
H 0.4573 -2.5490 -0.9191
H -2.4267 -2.2125 -3.4978
H 3.1772 -0.1536 5.3569
H -1.4059 0.9412 3.2617
H 2.4766 2.8337 0.9213
H -0.4459 2.3613 2.7065
H 3.4355 1.8057 -1.5136
H 0.9916 -0.9377 1.4553
H 1.8847 -2.5761 -1.8582
H 2.4467 1.4688 5.2170
H -1.7437 -1.5429 0.9582
H 3.1361 0.8572 -0.0061
H -1.0272 -0.6327 -4.8367
H 2.2749 3.8800 -0.4824
H -2.4964 0.3069 -5.3101
H -3.5166 -1.5709 0.8657
H -0.1587 -1.0524 2.8281
H 0.8410 3.4951 0.4676
H -4.3397 -0.7377 -1.6345
H 1.7576 1.2246 3.0133
H -4.0443 -2.4142 -1.5767
H 3.2380 -0.6315 -1.9568
H 2.5741 -0.3698 2.9504
H -2.6308 -2.9479 0.2318
H -1.8748 1.7840 1.8258
H -3.9316 -1.3646 -3.8954
H 2.0367 0.2418 -2.7890
H 0.3500 -1.8597 -2.5385
H -1.2336 1.0885 -4.4573
H 1.8255 0.3371 6.4179
*
```

Partial charges, natural (NBO), in e: 0.948, -0.540, -0.579, -0.578, -0.579, -0.564, -0.576, -0.080, -0.251, -0.255, -0.096, -0.093, -0.081, -0.083, -0.087, -0.255, -0.248, -0.265, -0.253, 0.197, 0.177, 0.172, 0.198, 0.182, 0.183, 0.190, 0.205, 0.184, 0.163, 0.200, 0.179, 0.180, 0.182, 0.188, 0.179, 0.193, 0.187, 0.175, 0.171, 0.195, 0.193, 0.174, 0.185, 0.168, 0.192, 0.165, 0.169, 0.183, 0.204

Computed, not measured: a molecular structure, C12H30N2NaO4, with ωB97M-V with the def2-TZVPD basis set.

Computed properties:
Energy relative to the best compared isomer or geometry (same formula, charge and spin) (kcal/mol): 14.5
Gap between HOMO and LUMO (Eh): 0.378
E_LUMO (eV): -2.19

The geometry in ORCA input format:
```
! RIJCOSX wB97M-V def2-TZVPD def2/J DEFGRID3
* xyz 1 1
Na 20.4690 29.3823 7.3750
O 22.9079 28.5840 7.0499
O 19.5061 28.1972 2.1315
O 17.8710 29.6097 7.3219
O 21.1911 30.3929 9.2605
N 21.6491 31.1896 6.6692
N 19.5931 28.7952 4.9685
C 16.8226 29.5302 8.2594
C 21.1049 32.1670 7.6310
C 23.0928 30.9761 6.8769
C 19.1400 28.2036 0.7573
C 23.5876 29.6280 6.3723
C 20.0979 29.4046 2.5613
C 20.6168 29.1457 3.9551
C 23.0043 27.3520 6.3648
C 21.1988 31.8134 9.0977
C 18.4600 29.7293 4.9497
C 21.2710 30.0152 10.6300
C 17.4096 29.4107 5.9904
H 16.5281 30.0388 5.8128
H 16.0381 30.2609 8.0394
H 20.0571 32.3606 7.3728
H 21.5346 33.1665 7.4633
H 16.4329 28.5131 8.3505
H 18.8045 30.7564 5.0874
H 18.2976 27.5272 0.6222
H 23.4726 29.5248 5.2876
H 22.6624 26.5726 7.0433
H 24.6483 29.5250 6.6265
H 17.2208 29.8106 9.2388
H 19.2631 27.9008 4.6121
H 20.3251 32.2260 9.6119
H 22.4201 27.3505 5.4423
H 21.2678 28.2735 3.8843
H 20.3532 30.2910 11.1625
H 19.3229 30.1766 2.5532
H 22.1204 30.4941 11.1188
H 19.9591 27.8272 0.1378
H 21.5146 31.6552 5.7781
H 17.0646 28.3718 5.8691
H 18.8533 29.2045 0.4300
H 21.2340 29.9818 4.2914
H 23.3082 30.9946 7.9475
H 23.7233 31.7666 6.4525
H 17.9036 29.6402 4.0082
H 21.3653 28.9339 10.6773
H 24.0478 27.1136 6.1201
H 20.9580 29.6765 1.9401
H 22.0940 32.2350 9.5638
*
```

Partial charges, natural (NBO), in e: 0.897, -0.568, -0.563, -0.575, -0.588, -0.672, -0.663, -0.253, -0.260, -0.257, -0.251, -0.070, -0.087, -0.239, -0.255, -0.086, -0.257, -0.251, -0.070, 0.187, 0.183, 0.205, 0.200, 0.183, 0.195, 0.199, 0.173, 0.201, 0.194, 0.193, 0.380, 0.195, 0.169, 0.209, 0.180, 0.171, 0.187, 0.182, 0.375, 0.177, 0.174, 0.184, 0.212, 0.202, 0.201, 0.202, 0.185, 0.185, 0.186

Computed, not measured: 2 unconnected molecules or ions with the total composition C12H30N4OP, with ωB97M-V with the def2-TZVPD basis set.

Computed properties:
Energy relative to the best compared isomer or geometry (same formula, charge and spin) (kcal/mol): 81.9
Gap between HOMO and LUMO (Eh): 0.224
E_LUMO (eV): -4.14

The geometry in ORCA input format:
```
! RIJCOSX wB97M-V def2-TZVPD def2/J DEFGRID3
* xyz 1 1
P -0.4274 -0.7134 -2.0288
O -0.4539 0.1085 -0.7169
N 1.3498 -0.7154 -1.9707
N -0.3969 -1.6584 -3.5369
N -0.9699 3.5912 3.9037
N -1.0465 -2.1247 -1.2672
C 2.4650 2.2443 3.8098
C 1.5305 3.4024 3.0465
C 0.7539 -2.2282 -4.2301
C -0.0181 2.8738 3.1680
C -2.5120 -2.0754 -1.1608
C 2.1625 -1.8510 -1.5152
C -2.3348 2.8713 3.9110
C -0.7674 1.5268 2.5787
C -1.7565 1.3019 3.9086
C -0.6674 -3.5083 -1.5440
C -1.1138 -0.8375 -4.5372
C 1.9295 0.4467 -1.2374
H 1.8321 -2.2254 -0.5361
H -1.0629 -3.8731 -2.5000
H -1.3024 -1.3876 -5.4667
H -2.7555 3.0207 4.9940
H -2.9795 -2.1464 -2.1505
H 3.2140 -1.5684 -1.4124
H 1.7699 1.5315 4.4671
H -1.5028 1.8166 1.6840
H 0.4100 -3.6587 -1.5396
H -0.5396 0.0668 -4.7752
H -0.7300 4.4961 4.4084
H 1.6098 4.3765 3.7313
H 1.5736 -1.5171 -4.3682
H -2.8286 -1.1285 -0.7100
H 0.4783 -2.5849 -5.2318
H -2.9077 -2.8778 -0.5300
H -2.0902 -0.5315 -4.1517
H 2.2001 -2.6642 -2.2222
H -2.5370 0.4304 3.8449
H 2.9912 0.5827 -1.4742
H 1.8607 0.2966 -0.1474
H -3.0341 3.0166 2.9821
H 1.4314 1.3836 -1.4972
H 3.2155 2.7668 4.5505
H 3.0605 1.5933 3.0411
H -0.9234 1.1928 4.7566
H 1.1022 -3.1372 -3.7392
H 1.8928 3.6322 1.9556
H -1.0483 -4.1720 -0.7652
H -0.1268 0.6152 2.2209
*
```

Partial charges, natural (NBO), in e: 2.166, -0.940, -0.803, -0.678, -0.531, -0.773, -0.626, -0.488, -0.427, 0.526, -0.424, -0.414, -0.259, -0.507, -0.393, -0.414, -0.438, -0.394, 0.177, 0.180, 0.212, 0.252, 0.168, 0.204, 0.219, 0.277, 0.204, 0.184, 0.456, 0.236, 0.220, 0.207, 0.218, 0.205, 0.201, 0.197, 0.270, 0.191, 0.161, 0.259, 0.203, 0.251, 0.250, 0.219, 0.206, 0.289, 0.206, 0.294

Computed, not measured: 4 unconnected molecules or ions with the total composition C12H30N7O5, with ωB97M-V with the def2-TZVPD basis set.

Computed properties:
Gap between HOMO and LUMO (Eh): 0.131
E_LUMO (eV): 2.36

The geometry in ORCA input format:
```
! RIJCOSX wB97M-V def2-TZVPD def2/J DEFGRID3
* xyz -1 1
O 2.0131 3.1403 1.6478
O 2.5563 -1.7081 -2.7416
O -8.8515 -1.2312 -1.3413
O -2.2763 -0.4590 -1.0204
O -3.8046 0.5203 0.3425
N 0.5438 4.5526 2.6279
N 3.2881 -2.7167 -4.6320
N -6.7079 -1.7667 -1.8434
N 0.4931 -1.7354 1.2813
N 1.2818 4.9455 0.4969
N -7.1838 0.1910 -0.7706
N 2.6076 -3.9636 -2.8350
C 3.6650 -0.6361 2.2275
C 2.8008 -2.7273 -3.3611
C -2.9147 0.7015 -0.5323
C -7.6591 -0.9533 -1.3197
C 2.9265 -0.5908 3.6709
C 3.9187 0.8226 1.6114
C 1.6193 -1.1133 0.5387
C 2.9788 -1.6731 1.2258
C -2.6022 2.1769 -1.0383
C -0.8151 -1.1637 0.8918
C 1.3258 4.1454 1.5947
C -0.8689 -0.5192 -0.5704
H -1.7641 2.2466 -1.8007
H 3.1411 -1.6223 4.1356
H 1.8482 4.6754 -0.2898
H 3.4404 0.1860 4.3391
H 2.2473 -4.0106 -1.8942
H 4.4212 0.7824 0.5863
H 1.8032 -0.4531 3.5848
H -0.3611 0.5160 -0.6095
H 1.5820 0.0304 0.4876
H 2.8016 -4.8167 -3.3255
H -7.0195 -2.6270 -2.2606
H 3.4442 -1.8177 -5.0552
H -2.4043 2.8036 -0.0960
H 0.5497 3.9842 3.4586
H 4.7152 -1.0603 2.4600
H 3.6932 -2.0621 0.4094
H 1.6732 -1.4928 -0.5628
H -1.5633 -2.0455 0.8780
H 2.6687 -2.5969 1.8409
H -6.2091 0.4357 -0.7435
H -0.3260 -1.1412 -1.3695
H 3.4956 -3.5453 -5.1582
H -0.0293 5.3756 2.6049
H 4.6211 1.3901 2.3200
H -3.5711 2.5932 -1.4880
H 0.7231 5.7762 0.4325
H 2.9623 1.4395 1.5486
H -1.2539 -0.4080 1.6472
H -7.8571 0.8216 -0.3704
H -5.7252 -1.5567 -1.8344
*
```

Partial charges, natural (NBO), in e: -0.644, -0.634, -0.689, -0.558, -0.613, -0.850, -0.858, -0.846, -0.851, -0.853, -0.846, -0.853, -0.191, 0.764, 0.808, 0.769, -0.627, -0.641, -0.253, -0.409, -0.742, -0.238, 0.772, -0.107, 0.233, 0.192, 0.410, 0.178, 0.425, 0.193, 0.243, 0.167, 0.125, 0.376, 0.400, 0.403, 0.246, 0.413, 0.161, 0.174, 0.147, 0.163, 0.215, 0.409, 0.203, 0.377, 0.379, 0.176, 0.230, 0.379, 0.258, 0.111, 0.399, 0.402

Maximum force across the listed records, respectively: 1.47 1.42 1.37 9.70 4.09 eV/Å.